1.
{
  "formula": "C36H36N8O9PSn",
  "method": "ωB97M-V/def2-TZVPD",
  "total_charge": -1,
  "de_lowest_kj_mol": 0.0,
  "e_lumo_ha": 0.07768,
  "e_homo_ev": -3.20,
  "elements": ["Sn", "O", "C", "C", "C", "C", "C", "C", "C", "N", "N", "C", "O", "C", "C", "C", "C", "C", "C", "H", "H", "H", "H", "H", "H", "H", "H", "H", "H", "O", "C", "O", "C", "C", "C", "C", "C", "C", "C", "C", "C", "N", "H", "H", "H", "H", "H", "H", "N", "C", "O", "C", "C", "C", "N", "C", "C", "H", "H", "H", "H", "H", "H", "N", "C", "P", "O", "O", "C", "N", "H", "H", "H", "H", "H", "H", "H", "H", "H", "H", "O", "C", "C", "C", "C", "O", "N", "H", "H", "H", "H"],
  "coordinates": [[-0.6522, 0.3763, 1.2841], [0.9316, 1.4548, 2.5831], [2.0830, 2.0162, 2.5016], [2.9414, 2.0520, 3.6368], [4.1966, 2.6071, 3.5847], [4.6659, 3.1900, 2.4000], [3.8394, 3.2162, 1.3005], [2.5625, 2.6358, 1.3113], [1.7593, 2.7248, 0.1219], [0.7207, 2.0246, -0.1316], [0.1138, 2.3842, -1.3501], [-2.0720, 3.0367, -0.6638], [-2.0882, 2.6537, 0.4983], [-3.2416, 2.7536, -1.5369], [-3.7904, 1.4704, -1.4888], [-4.8740, 1.1428, -2.2829], [-5.4463, 2.1050, -3.1037], [-4.9284, 3.3916, -3.1288], [-3.8271, 3.7192, -2.3540], [2.5542, 1.6075, 4.5461], [4.8300, 2.5955, 4.4644], [5.6575, 3.6207, 2.3530], [4.1859, 3.6803, 0.3821], [2.0829, 3.4608, -0.6220], [-3.3450, 0.7217, -0.8437], [-5.2746, 0.1377, -2.2485], [-6.3090, 1.8570, -3.7100], [-5.3855, 4.1493, -3.7533], [-3.4380, 4.7246, -2.3683], [-1.4612, -3.2362, -1.4643], [-1.3855, -2.0977, -0.9987], [-1.5764, -1.8099, 0.2610], [-1.0614, -0.9522, -1.8676], [-1.2058, -1.0232, -3.2497], [-1.0668, 0.1196, -3.9966], [-0.7908, 1.3736, -3.3953], [-0.8277, 2.5519, -4.1521], [-0.7846, 3.8952, -3.7243], [-0.7723, 4.4218, -2.4715], [-0.7618, 3.6244, -1.2228], [-0.4685, 1.2765, -1.9978], [-0.6450, 0.1848, -1.2859], [-1.4600, -1.9767, -3.6917], [-1.1963, 0.0862, -5.0721], [-0.9627, 2.4068, -5.2192], [-0.8038, 4.6251, -4.5305], [-0.7161, 5.4967, -2.3451], [-0.3293, 4.2146, -0.4167], [5.6393, -1.8348, -3.2783], [5.7575, -1.5791, -1.9477], [6.8400, -1.5370, -1.3949], [4.4738, -1.3558, -1.2106], [3.2397, -1.8272, -1.6433], [2.1219, -1.5976, -0.8575], [2.1564, -0.9201, 0.2866], [3.3412, -0.4640, 0.6957], [4.5175, -0.6677, -0.0041], [6.4825, -1.9572, -3.8093], [4.7665, -1.7537, -3.7657], [3.1321, -2.3964, -2.5570], [1.1539, -1.9759, -1.1613], [3.3456, 0.0940, 1.6238], [5.4642, -0.2968, 0.3639], [-5.6644, -1.3972, 2.3721], [-4.9011, -2.6576, 2.3905], [-3.4467, -2.3856, 1.2009], [-4.1386, -2.3273, -0.1061], [-3.0354, -0.9798, 1.9328], [-2.5638, -3.8719, 1.8837], [-1.5007, -4.5201, 1.1211], [-6.5763, -1.4971, 2.7980], [-5.8125, -1.1386, 1.3995], [-3.8073, -0.7163, 2.4756], [-5.4838, -3.5178, 2.0396], [-4.5843, -2.8579, 3.4187], [-3.3744, -4.5788, 2.0810], [-2.1868, -3.5105, 2.8478], [-1.5665, -4.2548, 0.1301], [-1.6059, -5.5274, 1.1565], [0.6426, -3.6255, 1.9392], [0.0062, -1.4122, 3.2629], [1.1027, -1.9483, 3.1942], [2.3500, -1.4761, 3.9188], [3.4401, -2.4487, 3.4757], [2.6967, -3.5060, 2.6693], [3.1579, -4.5397, 2.2425], [1.3941, -3.0926, 2.5155], [2.1573, -1.5093, 4.9916], [2.5367, -0.4360, 3.6518], [3.9839, -2.9084, 4.2989], [4.1721, -1.9806, 2.8165]],
  "forces_ev_per_a": [[0.39, 0.26, -0.63], [-0.08, -0.29, 0.10], [0.02, 0.15, -0.04], [-0.06, -0.03, 0.05], [-0.02, -0.01, -0.15], [0.16, 0.03, 0.05], [-0.08, -0.01, -0.12], [0.10, 0.06, 0.42], [0.11, 0.09, -0.23], [-0.29, -0.12, 0.41], [0.21, 0.35, -0.33], [0.12, 0.05, 0.06], [0.04, 0.03, -0.03], [-0.25, 0.01, -0.12], [0.19, 0.03, 0.06], [-0.10, -0.06, 0.01], [0.00, 0.01, 0.02], [-0.05, 0.05, 0.01], [0.05, -0.08, 0.04], [0.03, 0.06, 0.03], [-0.02, 0.00, 0.02], [-0.02, 0.01, 0.00], [-0.03, 0.01, 0.00], [-0.04, -0.12, -0.06], [-0.03, -0.03, 0.00], [0.04, -0.02, 0.01], [0.03, -0.02, -0.03], [0.00, -0.01, 0.00], [0.11, 0.04, -0.04], [-0.01, 0.17, -0.07], [-0.07, -0.54, 0.52], [0.42, -0.02, -0.20], [0.09, 0.15, -0.31], [-0.02, -0.07, 0.21], [0.09, 0.10, 0.08], [-0.10, -0.07, -0.01], [0.15, 0.16, -0.19], [-0.08, -0.08, 0.11], [-0.09, 0.23, 0.18], [-0.15, -0.25, -0.13], [0.16, -0.19, -0.16], [-0.40, 0.04, 0.21], [-0.01, 0.01, 0.00], [-0.05, 0.04, -0.01], [-0.02, -0.03, 0.02], [0.03, -0.01, -0.02], [0.03, -0.01, -0.02], [-0.03, -0.05, 0.06], [-0.06, -0.04, -0.01], [0.18, -0.02, -0.22], [-0.08, 0.03, 0.04], [-0.28, 0.05, 0.29], [0.20, -0.01, 0.00], [-0.18, -0.04, -0.03], [-0.12, 0.09, 0.16], [-0.03, 0.00, -0.02], [0.13, -0.02, -0.14], [0.04, 0.01, 0.01], [0.00, 0.04, 0.03], [-0.04, -0.03, 0.02], [0.03, -0.01, -0.04], [0.05, -0.02, -0.03], [-0.02, 0.01, 0.04], [-0.01, -0.03, -0.04], [-0.03, 0.17, -0.24], [-0.67, -0.29, 1.25], [0.10, -0.04, -0.40], [-0.01, -0.21, 0.15], [0.30, 0.27, -0.39], [0.31, 0.17, -0.23], [0.02, 0.02, 0.07], [-0.07, -0.02, 0.02], [0.07, 0.06, -0.17], [0.09, 0.01, -0.07], [0.09, 0.00, -0.03], [-0.13, 0.13, 0.07], [-0.06, 0.00, 0.02], [0.17, 0.08, 0.17], [-0.05, 0.07, 0.10], [1.34, 0.99, 1.10], [0.62, -0.57, -0.25], [-0.75, 0.79, 0.63], [0.01, -0.02, -0.20], [-0.14, 0.06, 0.00], [0.65, -0.63, -0.09], [-0.17, 0.35, 0.05], [-1.82, -1.19, -1.29], [-0.05, 0.01, -0.02], [-0.07, -0.08, 0.02], [-0.03, -0.11, -0.07], [0.01, -0.06, 0.00]]
}

2.
{
  "formula": "C36H37BaF3O3P2S",
  "method": "ωB97M-V/def2-TZVPD",
  "de_lowest_kj_mol": 0.0,
  "e_lumo_ha": -0.00950,
  "e_homo_ev": -6.02,
  "elements": ["Ba", "C", "C", "C", "C", "C", "C", "C", "C", "C", "H", "H", "H", "H", "H", "H", "H", "H", "H", "H", "H", "H", "H", "H", "H", "P", "P", "C", "C", "C", "C", "C", "C", "C", "C", "C", "C", "C", "C", "C", "C", "C", "C", "C", "C", "C", "C", "C", "C", "C", "C", "C", "C", "H", "H", "H", "H", "H", "H", "H", "H", "H", "H", "H", "H", "H", "H", "H", "H", "H", "H", "H", "H", "H", "H", "F", "C", "F", "F", "S", "O", "O", "O"],
  "coordinates": [[-0.3113, 0.0799, 3.3618], [-1.7773, 0.8645, -4.8884], [-1.8085, -0.4032, -4.4452], [-0.9386, -1.5360, -4.9070], [0.3902, -1.1479, -5.5969], [1.3147, -0.3221, -4.7497], [1.3477, 1.0147, -4.6133], [0.4759, 2.0103, -5.3149], [-0.8547, 1.4805, -5.9010], [2.0785, 0.6751, 4.4786], [-2.5263, 1.5731, -4.5166], [-2.5975, -0.6952, -3.7439], [-1.5047, -2.1767, -5.6059], [-0.6987, -2.1734, -4.0405], [0.9214, -2.0959, -5.7821], [0.1877, -0.7143, -6.5833], [2.0689, -0.9270, -4.2347], [2.1399, 1.4699, -4.0116], [1.0405, 2.4798, -6.1394], [0.2362, 2.8246, -4.6125], [-1.3858, 2.3651, -6.2890], [-0.6554, 0.8381, -6.7667], [1.7277, 1.6353, 4.8950], [3.0684, 0.7287, 4.0146], [2.0021, -0.1464, 5.2137], [-1.4715, -0.5970, 0.5391], [1.7069, -0.0041, 0.7229], [-0.4414, -0.7814, -0.9159], [0.9167, -0.5721, -0.7980], [-2.4298, -2.0965, 0.9605], [-2.8068, -2.9256, -0.1051], [-3.5304, -4.0999, 0.1296], [-3.8760, -4.4817, 1.4273], [-3.4886, -3.6694, 2.4971], [-2.7787, -2.4832, 2.2826], [-2.6873, 0.7828, 0.3892], [-2.2477, 2.1284, 0.4737], [-3.1568, 3.1775, 0.3055], [-4.5123, 2.9252, 0.0800], [-4.9574, 1.6009, 0.0654], [-4.0629, 0.5382, 0.2437], [3.2366, -0.9958, 1.0417], [3.1167, -2.2796, 1.6235], [4.2515, -3.0648, 1.8524], [5.5261, -2.5934, 1.5324], [5.6527, -1.3126, 0.9909], [4.5250, -0.5123, 0.7582], [2.3213, 1.6929, 0.4004], [2.5349, 2.6289, 1.4347], [2.9897, 3.9177, 1.1280], [3.2460, 4.2905, -0.1952], [3.0503, 3.3577, -1.2143], [2.5946, 2.0669, -0.9248], [-0.8682, -1.0785, -1.8826], [1.6036, -0.7659, -1.6284], [-2.5207, -2.6496, -1.1171], [-3.8232, -4.7199, -0.7106], [-4.4434, -5.4020, 1.6066], [-3.7443, -3.9681, 3.5137], [-2.5158, -1.8744, 3.1566], [-1.1929, 2.3484, 0.6659], [-2.8114, 4.2104, 0.3366], [-5.2112, 3.7506, -0.0895], [-6.0079, 1.3956, -0.0998], [-4.4357, -0.4846, 0.2722], [2.1335, -2.6695, 1.8922], [4.1451, -4.0595, 2.2816], [6.4097, -3.2167, 1.7018], [6.6374, -0.9334, 0.7424], [4.6558, 0.4886, 0.3483], [2.3594, 2.3524, 2.4775], [3.1441, 4.6463, 1.9216], [3.5965, 5.3009, -0.4303], [3.2468, 3.6276, -2.2486], [2.4386, 1.3498, -1.7280], [-1.3326, -0.1044, 8.5475], [-0.8152, 0.1587, 7.3296], [-0.8322, 1.5152, 7.1390], [0.4916, -0.2402, 7.3205], [-1.7655, -0.7295, 5.9300], [-0.6985, -1.5007, 5.2017], [-2.8210, -1.5108, 6.5165], [-2.1850, 0.4236, 5.0866]],
  "forces_ev_per_a": [[1.12, 0.94, -0.91], [-0.36, -0.58, 0.40], [-0.23, 0.64, -0.48], [0.32, -0.11, -0.06], [-0.11, -0.72, -0.18], [0.34, 0.75, 0.21], [0.26, -0.79, -0.32], [-0.43, 0.19, -0.09], [0.11, 0.61, -0.32], [-0.57, -0.29, -0.72], [0.21, -0.38, 0.16], [0.20, 0.24, -0.11], [0.07, 0.15, 0.26], [-0.07, 0.08, -0.16], [-0.21, 0.25, -0.12], [0.22, -0.19, 0.40], [-0.17, 0.37, 0.07], [-0.19, -0.28, -0.03], [-0.06, -0.10, 0.27], [0.10, -0.17, -0.13], [0.22, -0.28, -0.06], [-0.22, 0.28, 0.33], [0.45, -0.13, 0.25], [-0.05, 0.12, 0.38], [0.28, 0.47, -0.04], [-0.12, 0.91, 2.05], [0.05, 0.20, 2.24], [1.73, -0.06, -0.58], [-1.22, -0.43, -0.77], [-0.36, -0.49, -0.72], [-0.26, -0.42, 0.56], [0.09, 0.05, 0.04], [0.17, 0.32, -0.12], [0.03, 0.11, -0.06], [0.15, 0.16, -0.56], [-0.31, 0.16, -0.38], [-0.28, -0.47, -0.14], [0.04, -0.06, 0.01], [0.22, -0.37, -0.06], [0.28, 0.07, 0.12], [0.10, 0.40, -0.12], [0.27, -0.33, -0.42], [0.28, 0.34, -0.29], [-0.13, 0.10, -0.04], [-0.26, 0.28, -0.14], [-0.30, -0.02, 0.12], [-0.02, -0.42, 0.04], [0.25, 0.13, -0.68], [-0.05, -0.04, -0.24], [-0.04, -0.18, -0.22], [-0.09, -0.26, 0.05], [-0.10, -0.16, 0.01], [0.04, 0.53, 0.35], [0.33, 0.10, 0.25], [-0.59, -0.02, -0.20], [-0.15, -0.11, 0.09], [0.02, 0.02, 0.05], [0.28, 0.41, -0.08], [0.10, 0.18, -0.22], [-0.12, -0.23, -0.41], [-0.25, -0.05, -0.21], [0.02, -0.27, 0.05], [0.29, -0.35, 0.12], [0.02, -0.05, 0.08], [0.07, 0.20, -0.16], [0.20, 0.10, -0.08], [-0.06, 0.22, -0.05], [-0.36, 0.26, -0.05], [-0.06, 0.04, 0.03], [-0.05, -0.23, 0.05], [0.01, -0.07, -0.28], [-0.04, -0.23, -0.08], [-0.14, -0.42, 0.11], [0.00, 0.01, 0.13], [0.06, 0.21, 0.09], [0.32, 0.19, -1.12], [0.98, 0.38, 0.47], [-0.06, -1.60, 0.19], [-1.56, 0.44, 0.09], [0.08, -0.04, -0.42], [-1.54, 0.34, 1.68], [0.80, 0.52, -0.20], [0.00, -1.03, 0.99]]
}